DFT (the ωB97M-V functional and the def2-TZVPD basis) results for a structure of composition C16H25Cl3OPb in a non-equilibrium geometry.

For the HOMO energy, the calculation gives -0.66 eV. As for the total charge: -2. As for the gap between HOMO and LUMO: 5.2 eV. Its multiplicity is 1. The energy relative to the best compared isomer or geometry (same formula, charge and spin) comes out at 0.0 kcal per mole.

Last column: Mulliken charge in e.
Positions of all 46 atoms, in Å:
C 3.7326 -0.3817 -0.8168  0.376
C 3.4098 0.8667 -1.3669  0.698
C 2.6090 0.6575 -2.5381  0.935
C 3.8353 2.1961 -0.8549  -1.480
C 2.4071 -0.7162 -2.7018  0.370
C 3.0709 -1.4222 -1.6066  0.882
C 2.9867 -2.7810 -1.3024  -1.579
C 4.5745 -0.6048 0.3844  -1.518
C 2.0234 1.7184 -3.3798  -1.823
C 1.5834 -1.3925 -3.7064  -1.578
Pb -0.6419 -1.4598 1.2739  0.965
Cl -1.4289 2.7040 2.5134  -0.893
Cl 1.7960 -0.7928 2.4610  -0.678
Cl -0.2978 -0.2527 -0.9676  -0.543
H 3.9308 2.1692 0.2350  0.358
H 3.0965 2.9558 -1.1283  0.369
H 4.8046 2.4929 -1.2780  0.263
H 1.6056 2.5159 -2.7664  0.432
H 1.2354 1.3175 -4.0141  0.393
H 2.7890 2.1577 -4.0172  0.314
H 0.5267 -1.2578 -3.4849  0.233
H 1.7884 -2.4597 -3.7308  0.424
H 1.7758 -0.9839 -4.6934  0.386
H 2.5133 -3.4302 -2.0490  0.289
H 1.0932 -2.7636 -0.1966  0.363
H 3.6004 -3.2001 -0.4964  0.302
H 4.2783 0.0873 1.1918  0.326
H 5.6488 -0.4495 0.1662  0.278
H 4.4394 -1.6289 0.7540  0.310
O 0.7967 -3.1584 0.7424  -0.547
H 1.3986 -2.7063 1.4836  0.281
C -5.9703 0.0156 1.5019  -1.711
C -4.8240 0.5447 2.3556  2.254
C -4.5943 2.0187 2.0150  -1.261
C -5.1930 0.4076 3.8265  -1.757
C -3.6137 -0.1828 2.0974  -0.810
C -2.5469 -0.7374 1.9033  -0.720
H -6.8823 0.5690 1.7143  0.341
H -6.1603 -1.0317 1.7158  0.417
H -5.7534 0.1266 0.4436  0.396
H -5.4656 2.6167 2.3130  0.334
H -3.6682 2.3927 2.4889  0.035
H -4.4394 2.1326 0.9377  0.379
H -5.3961 -0.6332 4.0736  0.423
H -4.3840 0.7763 4.4564  0.408
H -6.0903 0.9876 4.0476  0.365

Atomic forces in eV per Å
C -0.218 2.419 -0.232
C 1.269 -2.438 1.627
C -0.914 -3.212 -0.856
C -0.019 0.019 0.106
C 0.436 2.144 0.154
C -0.155 -1.949 0.785
C 1.077 2.616 -1.386
C 0.211 0.026 0.339
C -0.086 0.118 -0.140
C -0.408 -0.044 -0.442
Pb -0.052 1.431 0.584
Cl 0.333 0.355 0.177
Cl 0.525 -0.118 0.321
Cl -0.136 0.176 -0.580
H -0.029 0.099 -0.141
H 0.144 -0.008 0.155
H -0.072 0.039 0.042
H -0.117 0.021 0.006
H -0.064 0.050 -0.007
H 0.117 0.221 -0.191
H -0.250 -0.033 0.046
H 0.002 -0.120 -0.116
H -0.025 -0.025 -0.341
H 0.061 0.044 0.652
H -0.410 -1.030 3.084
H -0.615 0.090 -0.263
H 0.124 -0.390 -0.214
H -0.287 -0.080 0.076
H 0.089 0.313 0.107
O 4.182 -1.200 -2.014
H -0.907 -0.736 -2.140
C -0.174 -0.144 -0.043
C -0.728 0.745 -0.006
C 0.217 0.318 0.040
C -0.060 0.075 0.314
C 0.817 -0.696 -0.217
C -3.291 1.240 0.799
H -0.205 0.185 0.080
H -0.016 -0.290 -0.021
H 0.117 -0.043 -0.142
H -0.012 -0.020 0.004
H -0.421 -0.080 -0.138
H -0.019 -0.006 0.064
H 0.059 -0.149 0.079
H 0.047 -0.041 -0.015
H -0.138 0.109 0.005

=====

DFT (the ωB97M-V functional and the def2-TZVPD basis) results for a cluster of 8 separate species, C33H82O24S5 in total in a non-equilibrium geometry.

For the HOMO energy, the calculation gives -9.20 eV. As for the SMILES: CCOS(C)(=O)=O.CCOS(C)(=O)=O.CCOS(C)(=O)=O.CCOS(C)(=O)=O.CCOS(C)(=O)=O.COCCOCCOC.COCCOCCOC.COCCOCCOC. As for the total charge: 0. As for the gap between HOMO and LUMO: 9.2 eV. Its multiplicity is 1. The energy relative to the best compared isomer or geometry (same formula, charge and spin) comes out at 142.3 kcal per mole.

Last column: Mulliken charge in e.
Positions of all 144 atoms, in Å:
C 5.1916 -0.6539 -2.2743  -1.275
C 4.3978 0.2029 -3.2503  0.185
O 4.3429 -0.3038 -4.5380  -0.301
S 4.2666 0.8119 -5.8306  1.022
C 2.3079 0.9497 -6.0221  -0.883
O 4.6852 2.0952 -5.3087  -0.575
O 4.8287 0.2731 -7.0215  -0.547
H 6.1216 -0.8472 -2.8088  0.335
H 4.7787 -1.6085 -1.9481  0.208
H 5.5051 -0.1609 -1.3541  0.435
H 3.3777 0.1162 -2.8761  0.098
H 4.6071 1.2653 -3.1254  0.327
H 1.9262 0.0348 -6.4754  0.349
H 2.4367 1.5972 -6.8894  0.369
H 1.8821 1.4691 -5.1636  0.253
C -0.8614 4.2690 -3.5508  -1.055
C -2.2215 4.5816 -3.0066  -0.189
O -2.4658 3.8752 -1.8073  -0.151
S -1.9727 4.4896 -0.3327  0.762
C -3.3269 5.7348 -0.1040  -1.007
O -2.1499 3.3907 0.6212  -0.492
O -0.6928 5.1754 -0.4212  -0.385
H -0.5805 3.2274 -3.3952  0.195
H -0.0325 4.8498 -3.1463  0.252
H -0.7906 4.5262 -4.6077  0.446
H -2.2213 5.6343 -2.7238  0.213
H -2.9888 4.3640 -3.7496  0.352
H -3.2707 6.3818 -0.9794  0.360
H -3.0948 6.2464 0.8301  0.403
H -4.2464 5.1529 -0.1672  0.324
C -3.1872 -2.0614 0.6587  -1.097
C -1.7280 -2.0105 0.6350  0.596
O -1.3409 -1.4763 -0.5893  -0.420
S 0.1171 -0.5704 -0.6541  1.086
C -0.6386 1.1820 -0.4732  -0.970
O 0.8766 -0.8211 0.5619  -0.551
O 0.7111 -0.6751 -1.9903  -0.585
H -3.6667 -1.2145 0.1677  0.144
H -3.5401 -2.2122 1.6789  0.459
H -3.5242 -3.0459 0.3341  0.209
H -1.3617 -1.4988 1.5250  0.265
H -1.2698 -2.9579 0.9189  -0.281
H -1.2958 1.1592 0.3961  0.404
H -1.2558 1.3641 -1.3530  0.245
H 0.1268 1.9559 -0.4160  0.373
C -0.0740 -1.7024 4.7518  -0.757
C -1.1144 -1.3407 5.8835  -0.389
O -1.1104 0.1027 6.1191  -0.365
S -1.8839 1.1446 4.9965  1.199
C -2.5131 2.2715 6.3021  -0.988
O -0.9477 1.9232 4.1911  -0.575
O -2.9315 0.4002 4.3365  -0.580
H -0.4697 -1.8923 3.7541  -0.028
H 0.5692 -2.5587 4.9546  0.431
H 0.5822 -0.8666 4.5094  0.437
H -2.0637 -1.8376 5.6833  0.291
H -0.5608 -1.6775 6.7599  0.344
H -1.7427 2.7278 6.9237  0.334
H -3.1769 1.7285 6.9749  0.319
H -3.1087 2.9808 5.7274  0.360
C -4.6509 -7.1937 3.5860  -1.163
C -4.7355 -6.7949 2.1034  -0.240
O -3.7377 -5.9586 1.6950  -0.155
S -2.1873 -6.4505 1.6074  0.971
C -1.9719 -6.0557 -0.2575  -0.698
O -1.2790 -5.5747 2.3539  -0.469
O -2.0543 -7.9098 1.6982  -0.618
H -3.9725 -8.0419 3.6776  0.316
H -5.6051 -7.4814 4.0273  0.371
H -4.1806 -6.4008 4.1676  0.312
H -4.8049 -7.6864 1.4801  0.300
H -5.6660 -6.2276 2.1244  0.316
H -1.0308 -6.4157 -0.6733  0.376
H -2.0088 -4.9681 -0.3194  0.035
H -2.7817 -6.4662 -0.8607  0.349
C -10.9554 -0.5101 -1.2162  -0.661
O -10.4896 0.5716 -0.2773  -0.387
C -9.4010 0.2666 0.5070  -0.789
C -8.0390 0.0602 -0.1321  -0.028
O -8.0793 -1.1018 -0.9641  -0.361
C -6.8929 -1.5396 -1.6192  -0.588
C -5.9368 -0.4149 -2.0933  -0.890
O -5.1931 0.3080 -1.1245  -0.056
C -4.6838 1.4563 -1.6332  -0.900
H -11.3727 -1.4698 -0.9114  0.294
H -10.2365 -0.6483 -2.0238  0.238
H -11.9026 -0.1202 -1.5888  0.290
H -9.8728 -0.5260 1.0878  0.434
H -9.3153 1.0624 1.2468  0.332
H -7.2988 0.0339 0.6676  0.303
H -7.9098 0.9598 -0.7339  0.201
H -7.1689 -2.1575 -2.4737  0.389
H -6.3691 -1.9994 -0.7812  0.231
H -6.5508 0.2053 -2.7464  0.495
H -5.2447 -0.8395 -2.8206  0.556
H -5.3572 2.1363 -2.1551  0.401
H -3.9123 1.1817 -2.3526  0.317
H -4.2254 1.9392 -0.7702  0.182
C 7.8450 8.3280 0.5310  -0.633
O 7.7606 7.2723 1.4814  -0.347
C 6.5449 7.1255 2.2050  -0.780
C 5.1927 6.7629 1.5558  -0.227
O 4.9642 7.4671 0.3540  -0.351
C 3.5989 7.3344 -0.0349  -1.156
C 2.8787 5.9415 -0.2501  0.080
O 3.4355 5.1954 -1.2490  -0.399
C 2.7703 3.9984 -1.5508  -0.362
H 6.9089 8.7298 0.1432  0.223
H 8.3873 8.0063 -0.3581  0.266
H 8.3482 9.2183 0.9081  0.288
H 6.3339 8.0109 2.8046  0.344
H 6.8779 6.3836 2.9309  0.309
H 4.3631 6.7927 2.2622  0.457
H 5.3668 5.7016 1.3787  0.220
H 3.2246 8.0560 -0.7610  0.572
H 3.0438 7.9330 0.6874  0.522
H 1.8138 6.0565 -0.4524  0.084
H 2.9862 5.3969 0.6879  0.291
H 1.6816 4.0523 -1.5559  -0.043
H 3.0637 3.4636 -0.6474  0.404
H 3.2870 3.4992 -2.3705  0.250
C 1.8125 -3.8035 1.6981  -0.517
O 3.1045 -4.3440 1.4811  -0.434
C 3.7225 -3.8146 0.3368  -0.470
C 5.1106 -4.4623 0.1105  -0.474
O 5.6037 -4.1180 -1.1566  -0.238
C 6.9845 -4.4161 -1.4413  -0.692
C 7.5011 -5.8481 -1.5636  -0.498
O 7.6347 -6.3136 -0.2366  -0.275
C 8.5398 -7.4828 -0.1911  -0.829
H 0.9875 -4.0532 1.0309  0.263
H 1.6424 -2.7271 1.7194  0.204
H 1.4975 -4.3012 2.6153  0.344
H 3.8374 -2.7422 0.4947  0.315
H 3.2226 -4.0977 -0.5895  0.318
H 4.9718 -5.5408 0.1860  0.257
H 5.7292 -4.1134 0.9373  0.321
H 7.4872 -3.8818 -0.6352  0.416
H 7.2960 -3.8839 -2.3401  0.378
H 8.3879 -5.8868 -2.1961  0.470
H 6.7359 -6.4729 -2.0242  0.300
H 7.9969 -8.4194 -0.3181  0.290
H 8.9222 -7.3925 0.8256  0.264
H 9.4527 -7.4999 -0.7864  0.331

Atomic forces in eV per Å
C 1.518 -0.194 -0.714
C -2.144 0.310 3.263
O 1.108 0.728 -3.699
S -2.858 0.144 2.973
C 3.350 0.172 -1.396
O -0.043 -0.941 -0.586
O 0.008 -0.418 0.392
H 0.333 -0.419 0.197
H -0.365 0.054 -0.527
H -0.340 0.528 -0.134
H -0.496 0.259 0.023
H 0.648 -0.121 -0.669
H -0.151 -0.157 0.954
H -0.625 0.579 0.100
H 0.025 -0.569 -0.122
C 1.221 -0.024 -0.674
C 1.095 1.270 0.193
O 0.125 -0.664 2.289
S -0.869 -0.470 0.308
C 1.300 -1.191 -0.661
O 0.189 1.952 -1.885
O -1.431 -0.847 -0.297
H -0.248 -0.139 -0.231
H -0.307 0.130 0.610
H -0.299 -0.335 -0.213
H -0.385 0.322 -0.561
H -0.248 -0.138 0.473
H 0.074 0.195 0.259
H -0.360 -0.064 -0.122
H 0.046 0.169 0.489
C -1.705 -1.439 0.759
C 1.093 -0.226 2.460
O 3.055 1.435 -1.627
S -0.998 1.734 0.093
C 0.032 -1.785 -0.488
O -0.732 -0.180 -1.549
O -1.215 -0.385 2.240
H -0.090 -0.234 0.084
H 0.081 0.892 0.414
H -0.268 0.178 -1.234
H 0.096 1.281 -0.349
H 0.043 -0.697 -1.012
H 0.381 -0.038 0.052
H 0.080 -0.220 -0.058
H 0.215 -0.433 0.224
C -0.348 0.466 -0.751
C 2.928 0.004 -1.344
O -1.514 0.819 -1.929
S 1.323 0.049 1.425
C -0.550 -0.737 -0.669
O -1.045 -1.477 1.233
O 0.629 0.467 0.614
H -0.717 -0.210 0.127
H -0.205 -0.013 0.443
H 0.143 0.214 0.652
H -0.177 0.597 0.429
H -0.906 -0.170 0.393
H 0.252 -0.067 -0.629
H 0.019 -0.242 -0.278
H 0.189 0.259 0.189
C 1.239 -0.676 -0.109
C -2.411 -1.582 2.251
O 2.832 1.418 -0.273
S 2.054 -0.686 -2.855
C -0.308 0.371 1.338
O -2.163 -1.278 -0.831
O -0.818 2.202 0.619
H -0.024 -0.136 0.156
H -0.040 0.177 -0.221
H -0.309 0.233 0.012
H -0.114 0.109 -0.154
H 0.082 0.229 -1.077
H 0.094 -0.093 0.635
H 0.050 -0.014 -0.006
H -0.144 -0.163 0.491
C -0.490 1.975 -0.080
O -1.576 -0.842 -3.024
C -0.529 -1.020 1.600
C -1.104 -0.262 -0.403
O -0.633 0.487 -0.394
C 1.268 1.842 2.137
C -0.626 -0.615 -1.137
O -2.618 -2.154 0.516
C 1.764 1.043 -0.114
H 1.071 -0.287 1.428
H -0.102 0.004 0.214
H 0.310 0.705 -0.452
H 1.445 -1.050 0.560
H 0.213 0.421 -0.187
H 0.309 -0.252 -0.108
H 0.481 0.107 -0.177
H 0.102 -0.134 0.336
H 0.517 -1.114 -0.534
H -0.148 0.873 0.248
H 0.381 -0.452 0.032
H -0.577 -0.035 0.172
H 0.460 0.324 -0.281
H 0.155 0.426 -0.311
C -0.170 0.645 -0.527
O -0.888 0.176 -1.013
C 0.192 1.318 1.108
C 2.059 -1.612 -0.569
O -0.960 -0.558 -0.489
C -1.924 0.610 0.220
C 0.912 1.080 1.344
O 1.009 1.132 -2.520
C 1.273 -0.511 2.058
H -0.377 -0.549 0.309
H 0.166 -0.337 0.205
H 0.374 -0.138 0.523
H 0.386 0.607 0.038
H -0.772 -0.362 0.038
H 0.024 0.591 0.222
H -0.638 -0.415 -0.712
H 1.526 -0.341 -1.585
H -0.506 -0.930 1.444
H -0.223 0.621 0.254
H -0.254 -0.278 0.449
H -0.077 0.233 -0.559
H -0.657 -1.347 0.061
H -0.501 0.333 -0.298
C -0.950 -0.731 0.966
O -0.457 0.259 -0.561
C 1.153 -0.396 -0.765
C -0.608 -0.116 1.113
O 0.111 -0.341 -1.191
C 0.070 1.097 0.495
C -2.133 0.564 0.774
O 2.466 -1.730 -0.827
C -0.791 1.018 1.755
H 0.434 -0.880 -1.040
H 1.168 0.321 0.461
H -0.053 0.495 0.296
H -0.131 0.239 -0.548
H -0.795 0.543 -0.052
H 0.140 -0.160 0.186
H 0.633 -0.140 -0.067
H 0.766 -0.399 0.164
H -0.693 0.120 -0.246
H 0.363 0.084 0.360
H -0.136 -0.024 -0.557
H -0.098 0.066 -0.091
H -0.121 -0.570 0.153
H -0.365 0.654 -0.738

=====

DFT (the ωB97M-V functional and the def2-TZVPD basis) results for a cluster of 13 separate species, C5H34NO14 in total in a non-equilibrium geometry.

For the HOMO energy, the calculation gives -7.13 eV. As for the total charge: -1. As for the gap between HOMO and LUMO: 9.8 eV. Its multiplicity is 1. The energy relative to the best compared isomer or geometry (same formula, charge and spin) comes out at 70.4 kcal per mole.

Last column: Mulliken charge in e.
Positions of all 54 atoms, in Å:
C 1.0959 -2.3950 -2.6406  -1.004
N 1.1414 -1.0780 -1.9821  0.122
C 0.2208 -1.0193 -0.8207  -0.149
C 0.8844 -1.2370 0.5282  1.145
C 1.4725 -2.6246 0.7218  0.120
O 2.4497 -2.8511 1.3953  -0.628
C -0.5948 0.3128 -0.8375  -0.563
O 0.2348 1.3088 -1.5061  -0.403
H 0.0441 -2.6196 -2.8749  0.335
H 1.4517 -3.2276 -2.0294  0.271
H 1.5872 -2.3645 -3.6056  0.375
H 2.0610 -1.0084 -1.5518  0.294
H -0.5010 -1.8381 -0.9089  0.510
H 1.6502 -0.4941 0.7828  -1.052
H 0.1921 -1.1406 1.3799  0.525
H 1.0108 -3.3670 0.0499  0.417
H -1.0292 0.7833 0.0378  -0.088
H -1.3998 0.1183 -1.5692  -0.119
H -3.4355 -0.6622 -1.8031  0.319
H -4.6112 0.2607 -1.5549  0.386
O -4.3848 -0.6847 -1.6324  -0.737
H -0.3068 2.5596 2.7513  0.196
H 0.4093 1.9461 -0.7666  0.321
O -0.5062 1.7286 2.2959  -1.078
H -3.0263 -0.4321 1.4838  0.240
H -3.3615 -1.2338 0.2704  0.342
O -2.7178 -1.2279 1.0053  -0.591
H 1.6422 2.7009 0.6728  0.425
H 0.2581 2.5224 1.2186  0.526
O 0.7614 3.0698 0.5034  -0.844
H -1.7017 -2.7737 0.2661  0.339
H -1.5635 -3.2958 1.5985  0.324
O -1.3757 -3.5770 0.6996  -0.625
H 3.0824 -0.0749 3.0546  0.404
H 3.3380 -1.1933 2.0944  0.298
O 3.7743 -0.3912 2.4390  -0.751
H 1.7343 1.0849 -2.8010  0.415
H 2.7734 2.2461 -2.4392  0.265
O 2.6608 1.3867 -2.8359  -0.736
H -4.1099 1.7970 0.3033  0.343
H -3.0019 2.0440 -0.6821  0.296
O -3.9248 1.7841 -0.6461  -0.656
H -1.8646 1.4788 2.1989  0.385
H -3.3389 2.0441 2.6013  0.200
O -2.9395 1.3817 2.0318  -0.747
H -0.5772 1.4273 -3.4238  0.376
H 0.2929 0.3021 -3.4951  0.249
O -0.4011 0.6997 -4.0335  -0.743
H 2.8844 1.0936 0.5021  0.053
H 3.7046 1.3428 1.6165  0.502
O 3.4566 1.8203 0.7880  -0.778
H 1.0034 0.6731 4.0137  0.326
H 1.5714 1.7206 3.1891  0.383
O 1.8294 1.1731 3.9464  -0.737

Atomic forces in eV per Å
C -1.114 0.114 -0.128
N 0.014 -0.861 0.891
C -0.974 0.285 0.971
C 0.510 -0.284 1.111
C 0.392 0.972 -1.392
O -0.172 -0.204 0.308
C 0.561 0.131 -2.910
O -0.803 0.111 1.728
H 0.220 0.082 0.076
H 0.252 -0.010 -0.091
H 0.440 0.033 -0.004
H 0.161 0.505 -0.570
H 0.047 0.142 -0.238
H 0.035 -0.069 -0.287
H -0.388 0.188 -0.455
H 0.024 -0.433 0.561
H 0.276 -0.740 0.594
H -0.047 0.112 0.381
H -0.117 0.082 -0.142
H 0.340 -0.297 0.217
O -0.080 -0.185 -0.103
H -0.605 -0.248 0.331
H 0.286 0.420 -0.578
O 0.633 0.140 0.316
H 0.498 0.140 0.198
H 0.153 -0.139 0.157
O -0.867 0.314 -0.414
H 0.473 0.541 -0.260
H -0.282 0.331 -0.833
O -0.025 -0.866 0.617
H -0.028 -0.251 -0.067
H -0.048 -0.259 0.371
O 0.007 0.195 -0.127
H 0.366 0.264 0.133
H 0.459 -0.082 -0.124
O -0.821 -0.305 0.328
H 0.631 0.760 0.628
H -0.528 0.225 0.256
O 0.498 -0.852 -0.713
H 0.335 -0.201 0.106
H 0.203 0.018 -0.008
O -0.410 0.468 -0.094
H -0.435 0.398 -0.156
H 0.030 -0.104 0.119
O 0.144 -0.135 0.033
H -0.336 0.262 -0.202
H 0.102 -0.835 -0.184
O -0.047 0.236 0.059
H 0.036 0.264 -0.850
H 0.473 0.619 -0.419
O -0.429 -0.849 0.939
H 0.001 -0.029 0.173
H 0.159 0.069 -0.034
O -0.203 -0.185 -0.219